(1)
{
  "formula": "C4H11NS",
  "method": "wB97M-V/def2-TZVPD",
  "species": ["C", "C", "C", "N", "H", "H", "H", "H", "H", "H", "H", "H", "C", "S", "H", "H", "H"],
  "xyz": [[2.028, 0.493, -1.909], [0.999, 1.039, -0.964], [-0.273, 0.685, -1.002], [-1.251, 0.928, 0.004], [1.540, 0.018, -2.761], [2.681, 1.280, -2.289], [2.648, -0.266, -1.430], [1.334, 1.771, -0.235], [-0.687, 0.095, -1.815], [-0.954, 1.673, 0.626], [-2.120, 1.215, -0.435], [-1.652, -0.694, 0.481], [-0.763, -1.628, 2.463], [-1.984, -1.889, 1.128], [-0.732, -2.462, 3.155], [0.215, -1.544, 1.997], [-1.030, -0.715, 2.988]],
  "mulliken_charge": [-1.087, -0.221, -0.020, -0.565, 0.301, 0.313, 0.254, 0.277, 0.294, 0.194, 0.257, 0.177, -0.712, -0.233, 0.305, 0.231, 0.233],
  "charge": 0,
  "e_above_lowest_kj_mol": 98.1,
  "e_lumo_ev": 0.903,
  "homo_lumo_gap_ev": 9.11,
  "smiles": "C/C=C/N.CS",
  "e_homo_ha": -0.3016
}

(2)
{
  "formula": "C5H9O3",
  "method": "wB97M-V/def2-TZVPD",
  "species": ["O", "C", "O", "C", "C", "C", "C", "O", "H", "H", "H", "H", "H", "H", "H", "H", "H"],
  "xyz": [[-0.933, 0.096, 3.343], [-0.690, -0.565, 2.299], [-0.048, -1.665, 2.149], [-1.426, 0.087, 1.104], [-0.438, 0.548, 0.113], [0.258, -0.582, -0.714], [1.542, -0.039, -1.444], [1.549, 0.747, -2.563], [-2.245, -0.556, 0.735], [-1.939, 1.003, 1.530], [-0.937, 1.351, -0.376], [0.443, 0.967, 0.606], [-0.335, -0.921, -1.522], [0.422, -1.267, 0.067], [2.056, 0.575, -0.731], [2.188, -0.863, -1.784], [0.533, 1.084, -2.813]],
  "mulliken_charge": [-0.742, 0.486, -0.771, -0.605, -0.539, -0.645, -0.451, -0.547, 0.290, 0.232, 0.347, 0.270, 0.352, 0.442, 0.308, 0.274, 0.300],
  "charge": -1,
  "e_above_lowest_kj_mol": 169.9,
  "e_lumo_ev": 3.386,
  "homo_lumo_gap_ev": 7.30,
  "smiles": "O=C([O-])CCCCO",
  "e_homo_ha": -0.1439
}

(3)
{
  "formula": "C13H44N2O9",
  "method": "wB97M-V/def2-TZVPD",
  "species": ["C", "C", "C", "C", "C", "C", "N", "O", "C", "C", "C", "H", "H", "H", "H", "H", "H", "H", "H", "H", "H", "H", "H", "H", "H", "H", "H", "H", "H", "H", "O", "H", "H", "O", "H", "H", "O", "H", "H", "O", "H", "H", "O", "H", "H", "O", "H", "H", "O", "H", "H", "C", "C", "C", "O", "C", "N", "H", "H", "H", "H", "H", "H", "H", "H", "H", "H", "H"],
  "xyz": [[9.808, -11.170, 17.238], [10.975, -10.290, 17.644], [11.562, -10.795, 18.999], [12.952, -10.209, 19.237], [13.927, -10.262, 18.050], [13.279, -9.855, 16.692], [12.004, -10.570, 16.577], [11.480, -10.263, 15.285], [13.224, -8.313, 16.519], [14.230, -10.423, 15.587], [10.360, -8.831, 17.767], [9.146, -10.641, 16.519], [9.216, -11.533, 18.067], [10.311, -12.073, 16.763], [10.793, -10.573, 19.857], [11.522, -11.856, 18.882], [13.462, -10.679, 20.100], [12.805, -9.132, 19.526], [14.358, -11.230, 17.944], [14.805, -9.567, 18.187], [12.864, -7.857, 17.461], [14.201, -7.882, 16.305], [12.486, -7.961, 15.743], [14.386, -11.506, 15.720], [13.838, -10.203, 14.556], [15.232, -9.952, 15.720], [10.900, -8.107, 18.450], [9.333, -8.972, 18.186], [10.103, -8.371, 16.819], [11.591, -11.059, 14.764], [4.879, -9.931, 10.733], [5.739, -9.650, 11.068], [5.108, -10.743, 10.235], [5.633, -5.961, 14.259], [6.250, -6.571, 14.708], [5.813, -5.038, 14.519], [9.539, -8.559, 13.991], [9.819, -9.282, 14.562], [9.015, -9.013, 13.305], [7.225, -7.928, 15.104], [6.855, -8.512, 14.490], [8.106, -7.768, 14.731], [5.286, -9.843, 14.165], [4.766, -9.874, 13.398], [4.971, -9.212, 14.900], [7.675, -9.333, 11.870], [7.272, -8.475, 11.674], [8.056, -9.665, 11.059], [3.883, -7.881, 15.664], [4.269, -7.117, 15.237], [4.398, -8.025, 16.446], [8.605, -6.261, 10.365], [7.079, -6.070, 10.209], [6.596, -6.639, 8.819], [5.279, -6.210, 8.562], [4.714, -7.049, 7.529], [6.381, -6.817, 11.227], [8.961, -7.240, 9.881], [8.976, -6.305, 11.408], [9.283, -5.595, 9.853], [6.942, -4.987, 10.236], [6.631, -7.724, 8.935], [7.217, -6.216, 7.998], [5.361, -7.073, 6.696], [3.762, -6.592, 7.252], [4.462, -8.042, 7.999], [5.480, -7.093, 10.942], [6.229, -6.396, 12.126]],
  "mulliken_charge": [-1.774, 1.682, -1.240, -0.593, -1.110, 1.398, -0.002, -0.463, -1.359, -1.857, -1.396, 0.205, 0.454, 0.427, 0.275, 0.457, 0.399, 0.262, 0.465, 0.316, 0.326, 0.446, 0.131, 0.432, 0.371, 0.406, 0.289, 0.490, 0.191, 0.308, -0.628, 0.369, 0.305, -0.717, 0.521, 0.281, -0.727, 0.454, 0.347, -0.690, 0.295, 0.429, -0.674, 0.285, 0.378, -0.808, 0.289, 0.320, -0.750, 0.380, 0.336, -1.258, 0.657, -1.052, -0.350, -0.668, -0.486, 0.267, 0.230, 0.429, 0.292, 0.395, 0.423, 0.330, 0.255, 0.231, 0.306, 0.072],
  "charge": 0,
  "e_above_lowest_kj_mol": 159.0,
  "e_lumo_ev": 0.414,
  "homo_lumo_gap_ev": 9.37,
  "smiles": "CC1(C)CCCC(C)(C)N1O.COC[C@H](C)N.O.O.O.O.O.O.O",
  "e_homo_ha": -0.3292
}

(4)
{
  "formula": "C11H42N8O10",
  "method": "wB97M-V/def2-TZVPD",
  "species": ["C", "C", "O", "H", "H", "H", "H", "H", "H", "C", "O", "N", "N", "H", "H", "H", "H", "C", "O", "N", "N", "H", "H", "H", "H", "C", "O", "N", "N", "H", "H", "H", "H", "C", "O", "N", "N", "H", "H", "H", "H", "C", "O", "H", "H", "H", "H", "C", "O", "H", "H", "H", "H", "C", "O", "H", "H", "H", "H", "C", "O", "H", "H", "H", "H", "C", "O", "H", "H", "H", "H"],
  "xyz": [[-0.142, 1.245, -1.266], [1.110, 1.245, -0.399], [1.219, -0.029, 0.074], [-0.098, 0.596, -2.137], [-0.377, 2.258, -1.584], [-0.939, 0.984, -0.646], [1.171, 2.038, 0.357], [1.967, 1.492, -1.120], [1.463, -0.692, -0.604], [-1.439, 0.095, 2.325], [-0.760, 1.252, 2.635], [-0.970, -0.697, 1.337], [-2.443, -0.287, 3.030], [-0.109, -0.344, 0.803], [-1.044, -1.716, 1.335], [-2.723, 0.535, 3.603], [-3.087, -1.037, 2.781], [-3.961, -1.367, 0.007], [-3.769, -2.310, 0.991], [-3.063, -0.629, -0.447], [-5.032, -1.155, -0.630], [-2.249, -0.667, 0.186], [-3.280, 0.318, -0.862], [-5.910, -1.716, -0.477], [-5.103, -0.496, -1.416], [2.705, 0.619, 3.314], [2.750, 1.851, 2.709], [1.635, -0.108, 3.508], [3.761, 0.100, 3.839], [0.722, 0.302, 3.271], [1.730, -1.095, 3.707], [4.680, 0.558, 3.672], [3.699, -0.843, 4.301], [0.170, -2.344, -4.706], [0.596, -1.982, -5.971], [-0.344, -1.536, -3.795], [0.244, -3.549, -4.261], [-0.401, -0.572, -4.134], [-0.939, -1.884, -3.022], [0.442, -4.228, -5.026], [-0.005, -3.952, -3.345], [-2.545, 4.199, 1.818], [-1.551, 3.443, 1.111], [-3.406, 3.639, 2.157], [-2.893, 5.067, 1.181], [-2.246, 4.694, 2.766], [-1.068, 2.843, 1.723], [2.560, -2.815, 1.350], [2.372, -4.056, 1.938], [2.753, -2.898, 0.261], [3.385, -2.317, 1.875], [1.662, -2.247, 1.470], [1.877, -4.575, 1.305], [2.785, -1.364, -2.411], [1.600, -1.913, -1.860], [3.031, -2.011, -3.357], [3.697, -1.426, -1.744], [2.677, -0.330, -2.682], [0.888, -1.864, -2.510], [4.726, 1.471, 0.006], [4.406, 0.293, 0.739], [4.108, 1.539, -0.856], [5.623, 1.331, -0.480], [4.652, 2.417, 0.540], [3.479, 0.120, 0.911], [-4.406, 2.727, -1.400], [-3.199, 2.191, -0.834], [-4.934, 1.943, -1.984], [-4.262, 3.550, -2.035], [-4.949, 3.227, -0.588], [-2.702, 2.867, -0.347]],
  "mulliken_charge": [-0.148, -0.314, 0.535, -0.300, 0.520, -0.356, 0.348, -0.025, -0.061, 0.402, -0.963, -0.181, -0.250, -0.046, 0.386, 0.306, 0.305, 0.540, -0.801, -0.089, -0.309, 0.014, 0.446, 0.294, 0.159, 0.393, -0.718, -0.183, -0.281, 0.094, 0.196, 0.298, 0.195, 0.474, -0.702, -0.454, -0.251, 0.156, 0.285, 0.260, 0.205, -0.777, -0.509, 0.291, 0.294, 0.332, 0.275, 0.233, -0.585, 0.186, 0.135, -0.307, 0.332, -0.703, -0.386, 0.283, 0.289, 0.299, 0.158, -0.664, -0.527, 0.176, 0.430, 0.254, 0.169, -0.725, -0.454, 0.217, 0.360, 0.277, 0.267],
  "charge": 0,
  "e_above_lowest_kj_mol": 140.4,
  "e_lumo_ev": -0.078,
  "homo_lumo_gap_ev": 8.58,
  "smiles": "NC(N)=O.NC(N)=O.NC(N)=O.NC(N)=O.CCO.CO.CO.CO.CO.CO",
  "e_homo_ha": -0.3183
}

(5)
{
  "formula": "C26H26Cl3F6N3O5S2Zn",
  "method": "wB97M-V/def2-TZVPD",
  "species": ["Zn", "Cl", "C", "C", "C", "Cl", "C", "O", "C", "Cl", "C", "H", "H", "C", "C", "C", "C", "C", "C", "C", "N", "C", "C", "C", "C", "C", "C", "C", "N", "C", "C", "C", "C", "H", "H", "H", "H", "H", "H", "H", "H", "H", "H", "H", "H", "H", "H", "H", "H", "H", "H", "H", "H", "H", "H", "H", "H", "F", "C", "F", "F", "S", "O", "O", "N", "S", "O", "O", "C", "F", "F", "F"],
  "xyz": [[0.067, -0.067, -0.254], [-3.488, 6.488, 0.231], [-2.760, 4.943, -0.120], [-2.114, 4.247, 0.881], [-1.547, 3.020, 0.581], [-0.742, 2.162, 1.875], [-1.586, 2.432, -0.693], [-1.074, 1.284, -1.008], [-2.263, 3.191, -1.668], [-2.394, 2.543, -3.265], [-2.839, 4.417, -1.398], [-2.050, 4.645, 1.883], [-3.344, 4.955, -2.187], [5.809, -0.726, 3.812], [4.486, -0.229, 4.409], [4.075, -1.167, 5.543], [4.677, 1.182, 4.983], [3.442, -0.170, 3.300], [3.643, 0.644, 2.186], [2.694, 0.686, 1.186], [1.568, -0.024, 1.243], [1.348, -0.807, 2.300], [2.263, -0.904, 3.337], [0.052, -1.553, 2.288], [-0.334, -2.417, 3.300], [-1.553, -3.080, 3.225], [-2.344, -2.824, 2.107], [-1.898, -1.952, 1.136], [-0.723, -1.330, 1.228], [-2.028, -4.058, 4.295], [-3.364, -3.558, 4.862], [-1.028, -4.193, 5.443], [-2.224, -5.435, 3.647], [6.564, -0.799, 4.596], [6.187, -0.048, 3.046], [5.690, -1.713, 3.360], [4.852, -1.171, 6.307], [3.950, -2.194, 5.194], [3.147, -0.844, 6.019], [5.401, 1.153, 5.799], [3.738, 1.576, 5.374], [5.049, 1.878, 4.231], [4.533, 1.248, 2.086], [2.822, 1.305, 0.307], [2.053, -1.551, 4.172], [0.319, -2.576, 4.142], [-3.305, -3.302, 1.978], [-2.480, -1.738, 0.249], [-3.260, -2.559, 5.288], [-3.706, -4.232, 5.649], [-4.139, -3.519, 4.095], [-0.868, -3.241, 5.954], [-0.064, -4.572, 5.098], [-1.417, -4.899, 6.176], [-2.986, -5.409, 2.867], [-2.541, -6.156, 4.401], [-1.295, -5.794, 3.200], [3.748, 1.103, -3.355], [2.682, 0.596, -3.976], [2.506, 1.231, -5.126], [2.908, -0.690, -4.223], [1.213, 0.835, -2.894], [1.629, 0.166, -1.647], [1.041, 2.247, -2.861], [0.090, 0.045, -3.653], [-0.673, -1.231, -3.148], [-1.916, -1.371, -3.824], [-0.672, -1.440, -1.694], [0.337, -2.662, -3.708], [-0.346, -3.780, -3.462], [1.490, -2.716, -3.043], [0.590, -2.581, -5.008]],
  "mulliken_charge": [1.707, -0.241, 0.486, -0.928, 0.987, -0.286, -1.201, -0.405, 0.585, -0.194, -0.786, 0.452, 0.446, -1.621, 1.984, -2.113, -1.607, 0.265, -0.633, -0.765, -0.242, -0.165, -0.099, -0.141, -0.095, 0.304, -0.678, -0.766, 0.051, 1.966, -1.629, -2.111, -1.606, 0.460, 0.341, 0.368, 0.427, 0.410, 0.419, 0.457, 0.374, 0.335, 0.474, 0.620, 0.483, 0.492, 0.470, 0.564, 0.375, 0.455, 0.338, 0.420, 0.416, 0.424, 0.344, 0.457, 0.365, -0.205, 0.440, -0.197, -0.194, 1.234, -0.716, -0.664, -0.442, 1.004, -0.652, -0.757, 0.577, -0.210, -0.206, -0.219],
  "charge": 0,
  "e_above_lowest_kj_mol": 11.6,
  "e_lumo_ev": -1.017,
  "homo_lumo_gap_ev": 6.50,
  "e_homo_ha": -0.2763
}

(6)
{
  "formula": "C10H16N2O5",
  "method": "wB97M-V/def2-TZVPD",
  "species": ["C", "C", "C", "C", "C", "C", "C", "C", "C", "C", "H", "H", "H", "H", "H", "H", "H", "H", "H", "H", "H", "H", "H", "H", "H", "H", "N", "N", "O", "O", "O", "O", "O"],
  "xyz": [[0.475, -1.054, -1.010], [-0.419, 0.137, -1.232], [-0.215, -2.014, -0.114], [0.677, -3.040, 0.484], [1.275, -4.010, -0.518], [-1.378, 2.103, -0.152], [-0.597, 3.055, -1.109], [-1.716, 2.539, 1.422], [-0.254, 2.045, 2.043], [-0.189, 0.696, 1.387], [2.064, 0.213, -0.793], [2.322, -1.261, -0.271], [0.763, -1.307, -2.063], [-0.487, -1.268, 0.683], [-1.188, -2.362, -0.397], [-0.057, -3.602, 1.200], [1.433, -2.624, 1.255], [2.952, -4.687, -1.267], [-2.510, 1.921, -0.618], [-2.567, 2.154, 1.738], [-1.883, 3.586, 1.562], [0.555, 2.645, 1.555], [-0.411, 2.097, 3.135], [0.721, 0.278, 1.167], [-0.924, 0.049, 1.877], [-0.915, 4.391, -2.443], [1.605, -0.546, -0.178], [-0.648, 0.958, -0.030], [-0.952, 0.552, -2.227], [0.583, -4.564, -1.381], [2.617, -4.060, -0.589], [0.669, 3.156, -1.264], [-1.397, 3.821, -1.853]],
  "mulliken_charge": [0.249, 0.030, -0.323, -0.665, 0.416, 0.096, 0.319, -1.059, -0.711, -0.708, 0.267, 0.265, 0.478, -0.182, 0.573, 0.376, 0.372, 0.357, 0.195, 0.516, 0.397, 0.317, 0.351, 0.711, 0.201, 0.358, -0.744, 0.306, -0.623, -0.579, -0.461, -0.637, -0.458],
  "charge": 0,
  "e_above_lowest_kj_mol": 358.1,
  "e_lumo_ev": 0.537,
  "homo_lumo_gap_ev": 9.57,
  "smiles": "N[C@@H](CCC(=O)O)C(=O)N1CCC[C@H]1C(=O)O",
  "e_homo_ha": -0.3320
}